{"formula": "C8H13N2O", "method": "ωB97M-V/def2-TZVPD", "elements": ["C", "C", "C", "C", "C", "C", "C", "C", "N", "N", "O", "H", "H", "H", "H", "H", "H", "H", "H", "H", "H", "H", "H", "H"], "xyz": [[-1.287, -1.728, 1.114], [-0.438, -1.222, -1.372], [-0.321, 0.349, 1.885], [-1.592, -1.445, -0.336], [0.831, -0.560, -0.877], [1.802, 0.029, -1.917], [0.046, 1.779, -0.286], [0.639, 0.611, 0.434], [-0.935, -0.792, 1.998], [-0.513, 1.380, 2.649], [-0.488, -1.737, -2.408], [1.188, -1.439, -0.264], [-2.193, -2.248, -0.826], [-2.043, -0.444, -0.457], [1.642, 1.050, -2.153], [1.548, -0.486, -2.841], [2.752, -0.343, -1.707], [-0.667, 1.391, -0.964], [0.852, 2.371, -0.748], [-0.477, 2.311, 0.505], [-1.158, -2.789, 1.468], [1.557, 0.779, 0.873], [-0.951, 1.128, 3.607], [0.208, 2.057, 2.622]], "mulliken_charge": [-0.081, 0.266, 0.392, -0.651, 0.381, -1.464, -1.367, -0.374, -0.442, -0.344, -0.439, 0.377, 0.371, 0.296, 0.415, 0.411, 0.377, 0.384, 0.326, 0.525, 0.399, 0.608, 0.348, 0.285], "max_force_ha_per_bohr": 0.1086, "total_charge": 1, "orbital_gap_ev": 8.3, "smiles": "C[C@@H]1C(=O)CC=NC(=[NH2+])[C@@H]1C", "relative_energy_kcal_mol": 75.9}